1.
This record from the OMol25 dataset describes CH4NO2P in the gas phase at a distorted geometry. The level of theory is ωB97M-V with the def2-TZVPD basis set.

Geometry as ORCA input:
```
! RIJCOSX wB97M-V def2-TZVPD def2/J DEFGRID3
* xyz 0 1
P -1.972 0.861 -0.458
O 0.494 0.497 1.372
O -0.539 0.222 -0.835
N 1.510 -0.683 -0.447
C 0.609 0.048 0.267
H 2.142 -0.992 0.296
H -1.650 1.714 0.610
H 1.012 -1.193 -1.137
H -2.144 -0.109 0.467
*
```

Calculated values
* energy above the lowest of the compared OMol25 structures with the same formula, charge and spin: 133.5 kJ/mol
* HOMO-LUMO gap: 10.1728 eV
* SMILES string: NC(=O)OP



2.
This record from the OMol25 dataset describes C2H6N4S in the gas phase at a distorted geometry. The level of theory is ωB97M-V with the def2-TZVPD basis set.

Geometry as ORCA input:
```
! RIJCOSX wB97M-V def2-TZVPD def2/J DEFGRID3
* xyz 0 1
S 0.863 0.550 -4.251
N -0.126 1.244 -2.937
N 0.565 -0.671 -1.800
N -1.401 0.021 -0.330
N 0.340 0.136 -2.654
C -0.046 -0.574 -0.481
C 0.858 0.296 0.411
H 0.448 0.368 1.448
H 0.023 -1.717 -0.176
H 1.857 -0.072 0.420
H -1.523 0.990 -0.747
H -2.193 -0.499 -0.636
H 0.958 1.337 -0.146
*
```

Calculated values
* energy above the lowest of the compared OMol25 structures with the same formula, charge and spin: 497.6 kJ/mol
* HOMO-LUMO gap: 8.6745 eV



3.
This record from the OMol25 dataset describes C6H10 in the gas phase. The level of theory is ωB97M-V with the def2-TZVPD basis set.

Geometry as ORCA input:
```
! RIJCOSX wB97M-V def2-TZVPD def2/J DEFGRID3
* xyz 0 1
C -0.407 -0.834 -0.888
C -1.201 1.060 0.302
C 0.004 1.389 -0.160
C -1.424 -0.432 0.190
C 0.748 0.149 -0.616
C 1.555 -0.300 0.610
H 2.296 0.457 0.886
H -1.881 1.722 0.825
H 0.502 2.348 -0.044
H -0.819 -0.680 -1.894
H -1.111 -0.881 1.148
H -0.103 -1.883 -0.808
H -2.454 -0.747 0.006
H 2.054 -1.264 0.489
H 0.855 -0.415 1.448
H 1.386 0.310 -1.495
*
```

Calculated values
* energy above the lowest of the compared OMol25 structures with the same formula, charge and spin: 27.6 kJ/mol
* HOMO-LUMO gap: 10.2946 eV
* SMILES string: C[C@@H]1C=CCC1



4.
This record from the OMol25 dataset describes a molecular structure, C26H34CaCl4N2O6S at a distorted geometry. The level of theory is ωB97M-V with the def2-TZVPD basis set.

Geometry as ORCA input:
```
! RIJCOSX wB97M-V def2-TZVPD def2/J DEFGRID3
* xyz 0 1
Ca -0.255 -0.038 0.058
Cl 4.516 4.945 -3.002
Cl 2.316 0.184 -1.779
Cl 0.082 4.677 0.028
Cl -8.354 -1.403 -1.717
S -1.423 1.705 -3.116
O 2.315 -1.681 0.460
O -2.189 0.219 0.058
O 0.307 1.778 -0.482
O 0.758 0.500 1.988
O -3.036 0.194 2.104
O -0.355 -1.957 1.367
N -0.145 -1.192 -3.056
N -0.818 -1.544 -1.958
C 3.330 2.627 -2.302
C 1.594 1.573 2.340
C 0.525 -3.060 1.291
C -2.845 1.100 -4.089
C 3.292 4.009 -2.222
C -5.683 -1.009 -1.682
C 1.301 3.893 -0.912
C -6.866 -0.922 -0.965
C 0.630 -0.454 3.007
C -3.138 0.108 0.878
C -0.227 -2.113 -4.032
C -1.363 -2.724 -2.224
C 2.279 4.648 -1.523
C -1.006 -3.132 -3.523
C 1.236 2.477 -0.997
C -4.498 -0.660 -1.065
C 3.539 -2.001 1.075
C 2.320 1.904 -1.705
C -2.220 -3.466 -1.259
C -2.291 2.815 -1.997
C -6.873 -0.474 0.347
C 0.488 -1.983 -5.326
C -5.678 -0.124 0.953
C 1.509 -2.796 0.154
C -4.482 -0.214 0.252
C -0.524 -1.377 2.640
H 0.392 -0.976 -5.723
H 1.548 -2.194 -5.190
H 0.412 0.018 3.975
H -2.586 0.125 -4.489
H 4.127 2.124 -2.825
H 0.930 -2.528 -0.733
H -3.273 -3.319 -1.506
H 2.119 -3.682 -0.056
H 1.086 2.264 3.021
H 3.406 -2.588 1.994
H -5.657 0.222 1.976
H -3.056 1.787 -4.905
H -1.550 3.186 -1.298
H -2.064 -3.101 -0.248
H 1.578 -1.007 3.106
H -1.288 -4.040 -4.015
H -2.730 3.636 -2.560
H -7.809 -0.391 0.880
H 2.514 1.210 2.815
H 1.068 -3.198 2.233
H -0.664 -2.142 3.416
H -1.428 -0.759 2.555
H -3.043 2.247 -1.457
H 0.093 -2.692 -6.046
H 4.039 -1.062 1.314
H 4.171 -2.574 0.388
H -3.556 -0.723 -1.590
H 2.250 5.723 -1.456
H -0.048 -3.973 1.081
H -2.014 -4.535 -1.308
H -5.692 -1.349 -2.707
H -3.708 1.012 -3.436
H 0.273 -0.274 -3.110
H 1.853 2.104 1.427
*
```

Calculated values
* energy above the lowest of the compared OMol25 structures with the same formula, charge and spin: 189.9 kJ/mol
* HOMO-LUMO gap: 7.8289 eV



5.
This record from the OMol25 dataset describes a molecular structure, C21H25CeN3O2 at a distorted geometry. The level of theory is ωB97M-V with the def2-TZVPD basis set.

Geometry as ORCA input:
```
! RIJCOSX wB97M-V def2-TZVPD def2/J DEFGRID3
* xyz 1 2
Ce 0.083 -0.189 -0.366
O -0.443 0.636 1.502
O -0.746 0.604 -2.150
N 2.003 0.879 -1.304
N -1.428 -1.817 0.459
N 1.750 -2.021 0.422
C 1.862 1.989 -1.926
C -0.240 4.361 -3.860
C 3.255 0.624 -0.581
C -2.653 -0.249 1.873
C -1.200 -3.186 0.012
C -1.616 2.434 -3.366
C 0.674 2.488 -2.611
C 1.016 -2.892 1.384
C -2.007 1.906 2.738
C -2.423 -1.528 1.209
C 2.343 -2.839 -0.651
C -1.459 3.681 -3.935
C 2.958 0.209 0.877
C 2.824 -1.291 1.168
C -3.261 2.061 3.292
C -0.048 -3.826 0.811
C -0.563 1.810 -2.699
C -3.915 -0.074 2.464
C 0.803 3.758 -3.201
C -4.236 1.067 3.158
C -1.677 0.761 2.016
H 1.566 -3.294 -1.265
H -2.100 -3.790 0.132
H -0.960 -3.174 -1.053
H -2.557 1.902 -3.426
H 3.780 -1.782 0.972
H 2.967 -3.637 -0.235
H 1.747 -3.516 1.911
H 0.557 -2.237 2.123
H 3.766 0.582 1.506
H 3.813 -0.164 -1.090
H -0.123 5.337 -4.309
H 2.720 2.666 -1.954
H 2.066 0.739 1.223
H -2.297 4.138 -4.446
H 2.962 -2.219 -1.297
H -5.215 1.190 3.600
H -1.244 2.666 2.850
H -3.488 2.964 3.846
H -0.472 -4.326 1.685
H 2.627 -1.398 2.234
H 1.760 4.264 -3.124
H 0.409 -4.614 0.210
H -4.647 -0.868 2.359
H 3.884 1.516 -0.594
H -3.174 -2.301 1.401
*
```

Calculated values
* expectation value of S²: 0.75
* HOMO-LUMO gap (alpha / beta): 8.0018 / 8.1880 eV



6.
This record from the OMol25 dataset describes 29 unconnected molecules or ions with the total composition C69H205N9O29 at a distorted geometry. The level of theory is ωB97M-V with the def2-TZVPD basis set.

Geometry as ORCA input:
```
! RIJCOSX wB97M-V def2-TZVPD def2/J DEFGRID3
* xyz 0 1
O 0.947 2.307 -3.943
O -2.054 2.929 -0.757
O -3.548 0.471 -2.946
O 0.189 -9.734 2.798
O -7.195 0.891 0.015
O 7.432 2.799 3.825
O 5.378 5.588 -1.242
O -1.021 4.787 3.969
O -4.812 2.297 -0.705
O -3.374 -0.186 -5.601
O -3.123 4.855 -6.412
O -4.732 -0.400 1.496
O -0.583 0.203 -5.628
O -5.562 -5.744 2.354
O 2.233 -5.210 3.169
O 6.400 -3.171 -0.847
O 5.361 -1.363 -4.976
O 1.399 0.160 5.208
O -1.924 4.214 6.512
O -0.133 3.788 1.518
O 7.401 -2.104 1.406
O -7.598 1.032 -3.992
O -7.354 -3.568 -1.501
O 1.271 -0.539 0.324
O 3.313 3.335 1.897
O -2.893 -6.672 3.420
O 5.495 7.537 1.186
O 0.972 -5.723 -2.011
O 3.685 -1.211 5.999
N -2.315 0.104 -0.343
N -5.596 -3.185 0.719
N -1.886 2.872 -3.577
N -2.402 -9.144 2.000
N 1.924 -2.339 3.826
N 5.047 -4.002 -3.465
N -0.040 -5.116 -4.621
N -8.775 3.540 -4.808
N 6.451 2.196 6.535
C -4.626 -0.540 -6.104
C -6.656 4.661 -4.497
C 1.461 -9.470 3.470
C -2.508 -4.295 3.432
C -1.619 5.158 -4.004
C -5.881 -0.027 3.576
C 0.383 -1.388 -4.066
C 0.365 4.921 0.879
C 1.947 3.008 -4.678
C -3.819 -4.492 -0.309
C 6.626 3.569 6.021
C -3.356 3.055 7.892
C 7.032 3.618 2.754
C 3.250 7.059 0.929
C -0.557 -2.181 -6.249
C -4.520 -0.025 2.850
C -1.045 -6.034 4.687
C 7.795 -0.801 3.364
C 0.136 -1.041 -5.568
C 1.227 -5.529 -0.613
C 0.607 -1.893 4.234
C -0.836 5.872 0.707
C 5.567 0.017 -5.163
C -3.094 5.046 -7.820
C -1.629 -8.307 -0.157
C -4.509 -0.757 -7.630
C 3.997 2.187 3.763
C 7.793 3.546 4.974
C -0.645 -7.417 -3.854
C 2.807 4.498 3.936
C -3.070 2.303 5.505
C -2.545 3.664 -5.864
C -2.433 -5.647 4.212
C 7.506 4.995 -0.636
C 2.272 0.453 0.549
C 3.121 2.935 -3.751
C 0.145 -0.130 -0.514
C -1.140 -0.440 0.305
C -0.412 -5.378 -2.244
C 3.382 -2.918 -2.036
C 0.445 -2.476 5.606
C -0.806 -5.875 -3.630
C -8.088 -4.040 -2.630
C 5.611 3.238 -0.811
C -7.047 2.309 -3.629
C 2.957 3.121 3.235
C -7.567 0.059 -2.913
C 6.500 0.027 1.279
C 4.157 9.485 1.293
C 0.980 4.483 -0.475
C -2.481 3.958 -4.343
C -3.528 -1.006 3.502
C -7.307 3.317 -4.712
C 6.026 4.650 -0.423
C -5.012 -3.575 -0.564
C -0.054 -8.828 1.763
C 6.825 4.537 7.184
C 0.531 -0.328 4.171
C -2.408 2.934 6.696
C -1.344 -9.265 1.002
C -5.049 -1.819 -5.363
C 4.850 -1.541 -3.661
C 4.274 7.987 1.612
C -1.403 -1.916 0.480
C 2.095 2.366 -6.070
C 6.873 -1.108 2.212
C 4.118 -2.918 -3.405
C 0.845 0.981 6.208
C -6.157 -4.324 -1.333
H -5.372 -6.483 1.776
H -6.405 -5.188 -0.717
H 2.808 0.619 -0.386
H -1.235 -7.899 -3.074
H -5.597 4.585 -4.253
H 2.959 2.783 -6.588
H -3.343 4.114 -8.326
H 2.820 -0.801 6.002
H 1.088 -0.848 -6.062
H 0.389 -7.757 -3.787
H 3.114 -5.440 2.873
H 7.723 6.063 -0.618
H -2.471 2.334 4.594
H 5.710 3.797 5.476
H -5.812 -4.686 -2.302
H 5.802 -0.345 0.529
H 2.526 3.472 1.365
H 0.409 1.864 -4.603
H -7.744 0.109 -0.038
H -5.055 -2.395 1.040
H -0.563 -5.142 5.087
H 7.822 4.334 2.526
H -9.110 2.604 -4.628
H -6.058 -2.138 -5.624
H 5.117 9.996 1.357
H 5.533 -3.895 -2.586
H 2.632 -3.704 -1.947
H 3.978 9.637 0.229
H 1.610 -10.198 4.268
H 2.087 5.164 3.463
H 1.464 -8.487 3.942
H -0.945 -6.851 5.402
H -4.083 3.864 7.829
H 3.352 1.910 -3.461
H -1.299 -2.346 -0.515
H 2.869 -1.958 -1.982
H 1.089 -4.518 -0.231
H 3.018 3.504 -2.827
H -3.470 -0.040 -4.657
H -7.084 5.166 -3.631
H 2.263 -9.477 2.732
H 1.157 5.282 1.535
H 2.258 -4.260 3.282
H -1.551 5.235 -2.919
H 1.561 5.300 -0.903
H 8.090 4.568 4.735
H 7.789 4.662 -1.635
H -2.408 -2.062 0.879
H 5.651 -1.347 -2.948
H 4.105 -2.828 -1.225
H 0.963 -0.044 3.212
H -1.845 -5.615 -3.832
H 4.602 3.005 -0.471
H -1.514 3.388 -6.087
H -0.817 -8.317 -0.884
H 1.974 2.670 3.374
H -1.187 -5.785 -1.595
H 6.872 2.961 1.899
H -0.674 -2.359 1.158
H 5.869 4.744 7.667
H 2.551 -1.826 4.430
H 2.142 -1.926 2.930
H -5.558 1.750 -0.459
H -1.933 -4.404 2.513
H 0.449 1.835 5.659
H 4.932 2.720 3.590
H -3.113 0.090 0.275
H -2.107 -3.473 4.026
H 1.225 2.567 -6.695
H 7.349 2.094 6.985
H -1.617 5.355 0.149
H -0.911 -1.900 -7.241
H 6.574 -2.762 0.001
H -3.978 2.164 7.979
H -7.726 1.584 -0.376
H 8.071 4.498 0.152
H 1.606 1.356 6.893
H 3.808 4.929 3.897
H 4.658 0.609 -5.265
H 6.170 4.251 2.969
H -9.032 -3.504 -2.728
H -1.571 -7.268 0.169
H -0.635 5.099 -4.469
H 0.198 -0.729 -1.423
H -0.622 -2.468 5.826
H -0.120 -2.287 3.524
H 8.747 3.167 5.340
H 0.732 -2.420 -4.023
H -3.913 5.707 -8.105
H -5.168 3.184 -0.747
H -5.817 0.449 4.555
H -8.366 0.182 -2.182
H -7.665 -0.957 -3.294
H 3.451 7.140 -0.139
H -0.610 -1.338 -3.621
H 0.856 -3.484 5.661
H -4.054 2.697 5.252
H -3.179 -4.141 0.500
H 4.138 -0.780 -3.340
H -5.643 -4.994 1.766
H 0.558 -6.201 -0.075
H -0.387 -6.279 3.854
H -3.481 -0.811 4.574
H -6.982 2.894 -5.662
H 3.881 1.271 3.184
H -4.189 1.060 -2.546
H -0.334 5.444 4.080
H -2.082 1.065 -0.545
H -0.028 -4.111 -4.526
H 5.907 -1.389 2.632
H -1.512 0.059 -5.429
H -2.996 2.921 -0.592
H -2.442 -8.609 -0.817
H -2.119 6.063 -4.348
H -2.816 3.219 8.825
H -6.281 -1.036 3.677
H -3.806 -6.551 3.148
H -1.977 2.997 -1.709
H -3.496 4.180 -4.014
H -7.584 2.597 -2.725
H 3.998 1.971 4.831
H -0.041 -3.133 -6.372
H 2.273 1.292 -6.019
H -1.619 4.266 5.603
H -4.078 -5.504 0.003
H -0.485 0.060 4.250
H -2.428 -8.210 2.383
H -5.998 2.267 -3.336
H 7.400 -0.105 4.104
H 0.899 -5.366 -4.347
H 1.579 4.029 -4.775
H 5.680 3.130 -1.893
H -2.997 0.186 -2.217
H -6.791 5.348 -5.333
H -8.373 -5.070 -2.420
H -3.072 2.716 -5.973
H 0.139 0.934 -0.749
H 2.292 -5.724 -0.484
H 3.323 6.002 1.186
H -0.893 2.834 -3.758
H -1.214 -7.782 -4.709
H -4.182 1.008 2.769
H -1.195 -10.282 0.641
H -4.403 -2.663 -5.603
H 0.037 0.435 6.695
H 3.505 10.041 1.967
H 8.756 -0.462 2.977
H -3.187 -4.693 -1.174
H 3.049 -0.004 1.162
H -1.077 4.655 3.023
H -0.168 -7.831 2.189
H 6.024 0.816 1.861
H 1.908 1.396 0.956
H 0.884 -8.710 1.221
H -6.639 0.462 2.964
H -4.314 -1.791 -7.913
H -3.820 -0.113 -8.176
H 7.339 0.455 0.730
H 0.089 4.281 -1.068
H 0.965 -1.845 6.326
H 6.336 2.557 -0.363
H 4.245 7.815 2.688
H -6.561 -0.009 -2.501
H -0.539 -4.295 -2.246
H -4.580 -2.691 -1.032
H -5.384 0.181 -5.799
H -5.099 -1.674 -4.284
H 5.337 6.938 0.453
H -3.381 1.303 5.808
H -0.466 6.740 0.161
H -1.401 -2.475 -5.627
H 3.565 -2.029 6.482
H 6.125 -4.062 -0.632
H 5.716 -3.709 -4.162
H 2.606 4.266 4.982
H 8.275 -1.871 1.084
H -2.140 5.329 -8.264
H -5.511 0.037 1.144
H 7.169 5.515 6.846
H 7.513 4.197 7.957
H -3.056 -5.552 5.101
H 3.936 3.380 -4.322
H 3.330 -3.127 -4.130
H 6.544 1.637 5.699
H -1.019 0.035 1.279
H -2.342 1.981 -3.710
H 5.785 4.779 0.632
H 1.542 3.549 -0.449
H -1.516 2.368 6.962
H -7.546 -3.912 -3.567
H -5.499 -0.607 -8.059
H -8.954 4.040 -3.949
H -2.507 -0.848 3.156
H 1.108 -0.706 -3.622
H 6.217 0.536 -4.459
H -3.540 -4.037 3.191
H -1.210 6.210 1.673
H -2.061 -9.657 2.801
H 5.657 5.427 -2.147
H 2.214 7.363 1.083
H -0.733 3.358 0.904
H 8.021 -1.773 3.801
H -4.000 -1.977 3.352
H 6.191 0.091 -6.054
H -6.472 -2.769 0.437
*
```

Calculated values
* HOMO-LUMO gap: 7.8233 eV